P | 14
Properties=species:S:1:pos:R:3:nbo_charge:R:1 method="wB97M-V/def2-TZVPD" orbital_gap_ha=0.3774 smiles=C[C@@H](O)CN homo_ev=-9.27
C -1.0226 1.2108 -0.2027 -0.64
C -0.5662 -0.0925 0.4650 0.10
C 0.9481 -0.0781 0.7089 -0.23
H -2.1466 1.2116 -0.3011 0.20
H -0.6411 2.0209 0.4076 0.22
H -0.5810 1.2326 -1.2034 0.23
H -1.0767 -0.1916 1.4682 0.15
H -1.8017 -1.0710 -0.6306 0.47
H 1.1907 0.8154 1.3318 0.19
H 1.2856 -0.9674 1.2498 0.18
H 2.5904 0.1530 -0.4989 0.36
H 1.3042 -0.6258 -1.2432 0.37
N 1.5901 0.1453 -0.5989 -0.85
O -0.9263 -1.2295 -0.2769 -0.73

---

Q | 14
Properties=species:S:1:pos:R:3:nbo_charge:R:1 method="wB97M-V/def2-TZVPD" orbital_gap_ha=0.3152 smiles="C=CN.CO" homo_ev=-7.76
C -0.0652 -0.6550 2.2303 -0.24
O -0.8363 0.1695 1.4592 -0.70
H -0.5723 -0.9228 3.0836 0.16
H 0.9285 -0.2936 2.4217 0.19
H 0.3149 -1.6086 1.7743 0.15
C -0.2256 0.2763 -1.2971 0.05
C 0.8796 -0.5704 -1.6309 -0.55
N -0.1718 1.6262 -1.7270 -0.85
H -1.1239 -0.1680 -0.9189 0.19
H 0.8481 -1.5525 -1.1327 0.19
H 1.8322 -0.3187 -2.0238 0.19
H -0.8659 2.3598 -1.8213 0.40
H -1.7298 -0.3550 1.1860 0.46
H 0.7875 2.0127 -1.6034 0.38

---

R | 14
Properties=species:S:1:pos:R:3:nbo_charge:R:1 method="wB97M-V/def2-TZVPD" orbital_gap_ha=0.3847 smiles=NCCCO homo_ev=-9.55
C -0.6869 0.5731 -0.8303 -0.23
C -0.1231 -0.0852 0.3727 -0.46
C 1.2404 -0.7102 0.1175 -0.04
O 1.6973 -1.6092 1.2205 -0.74
N -2.0982 0.8341 -0.6227 -0.81
H -0.1977 1.5397 -1.0464 0.18
H -0.5530 -0.1443 -1.6512 0.18
H 0.0582 0.4977 1.2575 0.21
H -0.6765 -1.0651 0.6296 0.21
H 1.3282 -1.2416 -0.7443 0.17
H 1.9084 0.2044 0.0139 0.15
H 2.5197 -1.2133 1.5771 0.47
H -2.3162 1.8091 -0.6675 0.35
H -2.1005 0.6109 0.3736 0.35

---

Quick one: most stable of them? P

---

P | 14
Properties=species:S:1:pos:R:3:nbo_charge:R:1 method="wB97M-V/def2-TZVPD" orbital_gap_ha=0.3304 smiles="C=CNC.O" homo_ev=-8.19
C -0.1387 -1.0178 2.9775 -0.51
C -0.4125 -1.0404 1.7063 0.01
N -1.0237 -0.1575 0.7753 -0.64
C -0.6491 -0.5403 -0.5811 -0.42
H -0.3316 -0.2355 3.6827 0.19
H 0.1822 -1.9410 3.4432 0.20
H -0.2086 -2.0979 1.3219 0.18
H -1.0131 0.9028 1.0147 0.39
H -0.1657 -1.5718 -0.5177 0.20
H -1.6209 -0.6314 -1.0760 0.19
H 0.0809 0.0920 -1.2166 0.20
H 0.9833 2.7800 -3.6777 0.47
H 2.1776 2.0925 -4.4270 0.47
O 1.7854 2.1630 -3.5739 -0.94

---

Q | 14
Properties=species:S:1:pos:R:3:nbo_charge:R:1 method="wB97M-V/def2-TZVPD" orbital_gap_ha=0.2732 smiles="C=CN.CO" homo_ev=-7.60
C -2.3867 0.0928 -0.4592 -0.24
O -2.1487 1.1144 0.4869 -0.75
H -1.6077 -0.4805 -0.8448 0.18
H -2.7938 0.6030 -1.3660 0.15
H -3.1669 -0.4837 -0.0262 0.18
C 1.8276 -0.5517 0.3169 0.06
C 2.4134 0.7095 0.2463 -0.49
N 0.5525 -0.9979 -0.1110 -0.90
H 2.4873 -1.2047 0.8238 0.15
H 3.2704 0.7964 -0.3666 0.20
H 2.2826 1.4724 1.0234 0.21
H 0.6202 -1.7350 -0.8019 0.40
H -1.4420 1.8758 0.2336 0.48
H 0.0918 -1.2107 0.8449 0.38

---

R | 14
Properties=species:S:1:pos:R:3:nbo_charge:R:1 method="wB97M-V/def2-TZVPD" orbital_gap_ha=0.1551 homo_ev=-8.28
C -0.9139 0.0596 -0.3063 -0.16
C 0.3842 0.0978 0.0105 -0.08
C 1.1861 -0.9676 -0.6636 -0.62
O 3.1724 -0.1138 0.8327 -0.98
N -2.9840 1.2644 0.4585 -0.97
H -1.8798 0.7363 -0.0181 0.27
H -1.3179 -0.9178 -0.5564 0.24
H 0.9729 0.7345 0.6632 0.28
H 2.2426 -0.7777 -0.2830 0.36
H 1.1862 -0.8670 -1.7543 0.25
H 0.8414 -1.9543 -0.3482 0.23
H 4.1273 -0.2073 0.9579 0.44
H -3.2194 2.1658 0.8306 0.39
H -3.7981 0.7471 0.1767 0.36

---

S | 14
Properties=species:S:1:pos:R:3:nbo_charge:R:1 method="wB97M-V/def2-TZVPD" orbital_gap_ha=0.1351 homo_ev=-8.17
C 1.0649 -0.0929 -0.5211 -0.23
C -0.1663 0.0805 -0.0125 -0.09
C -1.2647 0.6254 -0.8831 -0.62
O -2.9871 -0.2324 0.8242 -0.93
N 3.4592 -0.3065 0.4616 -0.84
H 2.1413 -0.1979 -0.0502 0.28
H 1.2257 0.0256 -1.5987 0.22
H -0.5472 0.0243 1.0013 0.25
H -1.0847 1.6839 -1.1350 0.24
H -1.1655 0.0854 -1.8326 0.22
H -2.2483 0.5074 -0.3312 0.35
H -3.8709 -0.5768 1.0175 0.44
H 3.6381 -0.0742 1.4376 0.35
H 4.2389 -0.9025 0.1764 0.35

---

Quick one: most stable of them? P

---

P | 14
Properties=species:S:1:pos:R:3:nbo_charge:R:1 method="wB97M-V/def2-TZVPD" orbital_gap_ha=0.3515 smiles="CC=O.CN" homo_ev=-8.56
C 0.1439 1.8517 1.4290 -0.42
N 0.6194 0.4733 1.3511 -0.92
H 0.3483 2.4362 0.4454 0.20
H 0.8233 2.4598 2.1109 0.19
H -0.9793 1.8948 1.7673 0.19
H 0.9014 0.2255 2.2841 0.36
H 1.1817 -0.1245 0.6813 0.41
O 0.7645 -1.9810 -0.1981 -0.57
C -0.1547 -1.2746 -0.6508 0.44
C -0.6015 -1.2913 -2.0975 -0.73
H -0.8342 -0.5587 0.0636 0.15
H -1.4362 -0.6287 -2.3129 0.22
H -1.0286 -2.2429 -2.1177 0.24
H 0.2520 -1.2395 -2.7555 0.24

---

Q | 14
Properties=species:S:1:pos:R:3:nbo_charge:R:1 method="wB97M-V/def2-TZVPD" orbital_gap_ha=0.3933 smiles="C=C.NCO" homo_ev=-9.74
C 2.0494 1.2920 1.7454 -0.42
C 2.0650 0.1015 1.1646 -0.35
H 1.8488 1.4231 2.7937 0.19
H 1.9448 2.1588 1.1082 0.19
H 1.9284 -0.8799 1.5909 0.19
H 2.2037 0.0711 0.0901 0.19
N -2.4140 -0.8515 -1.0877 -0.85
C -1.1612 -0.1616 -1.1870 0.09
O -0.0789 -0.9920 -0.7716 -0.74
H -3.0294 -0.6503 -1.8647 0.37
H -2.9087 -0.5594 -0.2552 0.36
H -0.8935 0.1407 -2.1910 0.16
H -1.1163 0.7588 -0.6038 0.15
H -0.4382 -1.8515 -0.5320 0.48

---

R | 14
Properties=species:S:1:pos:R:3:nbo_charge:R:1 method="wB97M-V/def2-TZVPD" orbital_gap_ha=0.3962 smiles="C=NCC.O" homo_ev=-9.86
C 1.4233 -0.8152 0.3793 -0.61
C -0.0791 -0.6289 0.8323 -0.25
C -2.1935 0.1161 -0.1656 -0.06
N -0.9917 0.4376 0.1941 -0.43
H 1.8378 -1.8186 0.5646 0.23
H 2.0139 -0.0025 0.7891 0.22
H 1.3440 -0.4432 -0.6546 0.19
H -0.4898 -1.6134 0.6130 0.17
H -0.1374 -0.4896 1.9299 0.20
H -2.6303 -0.8965 0.1202 0.15
H -2.6152 0.7348 -0.9638 0.20
H 0.3190 2.2731 -0.7940 0.49
H 1.1307 1.0542 -1.3872 0.46
O 1.0683 2.0922 -1.4572 -0.95

---

S | 14
Properties=species:S:1:pos:R:3:nbo_charge:R:1 method="wB97M-V/def2-TZVPD" orbital_gap_ha=0.3836 smiles=NCCCO homo_ev=-9.47
C -1.1579 -0.1186 0.1554 -0.21
C 0.4315 -0.2388 0.2961 -0.42
C 1.0518 0.6677 -0.8219 -0.06
O 2.4228 0.3582 -1.0466 -0.73
N -1.7794 -0.5946 1.4272 -0.84
H -1.5075 0.9118 -0.0328 0.19
H -1.3492 -0.8289 -0.7603 0.16
H 0.7225 0.0843 1.3069 0.20
H 0.6842 -1.2925 0.2898 0.21
H 0.4024 0.6097 -1.7358 0.16
H 1.1181 1.6807 -0.3633 0.17
H 2.7873 1.0246 -1.6572 0.47
H -2.5517 -1.0754 0.9620 0.36
H -1.2749 -1.1884 1.9806 0.36

---

Quick one: most stable of them? S

---

P | 14
Properties=species:S:1:pos:R:3:nbo_charge:R:1 method="wB97M-V/def2-TZVPD" orbital_gap_ha=0.3756 smiles=NCCCO homo_ev=-9.20
C -0.3100 -1.0870 -0.3810 -0.22
C -0.6555 0.3444 -0.1168 -0.45
C 0.6176 1.0292 0.5279 -0.05
O 1.1949 1.8880 -0.5310 -0.75
N -0.9210 -2.0995 0.5927 -0.85
H 0.7213 -1.0918 -0.6324 0.17
H -0.7421 -1.4287 -1.3799 0.18
H -1.4925 0.6458 0.4300 0.23
H -0.8984 0.9336 -1.1131 0.22
H 1.2845 0.3417 0.8523 0.16
H 0.5271 1.8509 1.2573 0.19
H 1.2087 1.5023 -1.4289 0.46
H -0.6511 -3.0352 0.4246 0.36
H -0.9816 -1.8464 1.5083 0.36

---

Q | 14
Properties=species:S:1:pos:R:3:nbo_charge:R:1 method="wB97M-V/def2-TZVPD" orbital_gap_ha=0.3850 smiles="C=NCC.O" homo_ev=-9.40
C 0.1334 0.9805 -1.1030 -0.62
C 0.5259 2.0419 -0.0447 -0.25
C -0.5367 2.7799 1.9268 -0.07
N -0.7068 2.3812 0.7390 -0.39
H -0.5654 1.4985 -1.7545 0.22
H 1.0739 0.5596 -1.4393 0.21
H -0.5246 0.2314 -0.6577 0.22
H 0.8405 3.0418 -0.3586 0.21
H 1.2155 1.5293 0.6137 0.17
H 0.3281 2.4460 2.5427 0.14
H -1.3877 3.2620 2.4165 0.17
H 0.4193 -7.1281 -0.4470 0.47
H -0.8489 -7.0038 -1.2683 0.47
O 0.0335 -6.6201 -1.1656 -0.93

---

R | 14
Properties=species:S:1:pos:R:3:nbo_charge:R:1 method="wB97M-V/def2-TZVPD" orbital_gap_ha=0.3787 smiles="C=CCN.O" homo_ev=-9.61
N 1.5657 0.1488 2.1480 -0.83
C 0.4667 -0.2348 1.2285 -0.27
C -1.4219 0.9805 0.1336 -0.41
C -0.1933 0.9901 0.6311 -0.17
H 1.4481 -0.3458 3.0263 0.36
H 2.4168 -0.2588 1.7794 0.35
H -0.3512 -0.7407 1.7541 0.19
H 0.8395 -0.8872 0.4520 0.19
H -1.9136 1.7574 -0.4345 0.21
H -2.0407 0.0816 0.2677 0.18
H 0.3137 1.9288 0.8160 0.21
H -0.9422 -1.0526 -3.4063 0.47
H 0.3747 -1.2767 -4.1045 0.47
O -0.5624 -1.0907 -4.2915 -0.93

---

Quick one: most stable of them? R

---

P | 10
Properties=species:S:1:pos:R:3:nbo_charge:R:1 method="wB97M-V/def2-TZVPD" orbital_gap_ha=0.3211 smiles="O=CN/C=N/S" homo_ev=-8.58
C 0.2088 -0.3292 -0.2479 0.25
C -1.4679 1.4279 -0.3231 0.52
H 2.8634 -2.2323 1.2106 0.14
H 0.3756 -0.2272 -1.3474 0.19
H -0.7811 0.3831 1.2267 0.40
H -2.0774 1.9230 0.4218 0.13
N 0.8427 -1.1912 0.4584 -0.66
N -0.7438 0.4568 0.3015 -0.60
O -1.2489 1.8701 -1.4729 -0.57
S 2.0288 -2.0812 -0.2278 0.20

---

Q | 10
Properties=species:S:1:pos:R:3:nbo_charge:R:1 method="wB97M-V/def2-TZVPD" orbital_gap_ha=0.3188 homo_ev=-9.44
C 0.1558 -0.6694 -0.5068 -0.30
C 0.4586 0.3596 0.6329 -0.59
N 1.1398 -1.6898 -0.3448 -0.06
N 2.2169 -1.3891 0.0860 -0.17
O 2.8543 1.0310 -1.1085 -0.73
S 2.3147 0.2935 0.7012 0.86
H -0.8327 -0.9682 -0.4809 0.22
H 0.3463 -0.2333 -1.4322 0.26
H -0.0303 1.3846 0.3675 0.27
H -0.0491 0.1245 1.5477 0.23

---

Quick one: most stable of them? P

---

P | 10
Properties=species:S:1:pos:R:3:nbo_charge:R:1 method="wB97M-V/def2-TZVPD" orbital_gap_ha="0.3117 / 0.2290" homo_ev="-8.43 / -7.57"
C 0.4900 1.0529 -0.0478 0.06
C 0.7820 -1.2646 -0.1285 -0.03
N -0.9863 1.1762 -0.0170 -0.19
N -1.5732 0.1005 0.1095 -0.22
O 0.9471 -0.0671 -0.6202 -0.48
S -3.0945 -0.4432 0.1578 0.13
H 0.9428 1.9073 -0.6403 0.21
H 0.8129 0.9790 1.0566 0.17
H 0.9850 -1.3676 1.0015 0.16
H 0.6942 -2.0734 -0.8714 0.19

---

Q | 10
Properties=species:S:1:pos:R:3:nbo_charge:R:1 method="wB97M-V/def2-TZVPD" orbital_gap_ha="0.2602 / 0.3141" homo_ev="-8.31 / -9.35"
C 1.0778 0.5447 -0.3018 0.20
C -0.2176 -0.0696 0.2631 -0.35
N 1.3094 1.7901 -0.3232 -0.68
N -1.1683 0.5993 0.9071 -0.49
O 1.2363 3.8298 1.2056 -0.81
S 0.4614 3.1623 0.1475 1.17
H 1.6945 -0.2938 -0.8275 0.21
H -0.6146 -0.7441 -0.4405 0.22
H 0.4686 -0.5220 1.1756 0.21
H -1.9221 0.8523 0.3215 0.31

---

R | 10
Properties=species:S:1:pos:R:3:nbo_charge:R:1 method="wB97M-V/def2-TZVPD" orbital_gap_ha=0.3478 homo_ev=-8.92
C -0.3455 1.0730 -0.3601 0.26
C 1.2298 -0.7277 -0.0373 0.51
H -1.7500 -1.5297 0.7883 0.12
H -0.1909 2.0731 -0.8930 0.19
H 1.5137 1.0570 1.1617 0.44
H 2.3651 -1.0697 -0.0381 0.15
N -1.4853 0.6011 -0.6246 -0.56
N 0.7881 0.5457 0.4448 -0.72
O 0.4081 -1.5135 -0.5572 -0.59
S -2.5331 -0.5094 0.1154 0.21

---

S | 10
Properties=species:S:1:pos:R:3:nbo_charge:R:1 method="wB97M-V/def2-TZVPD" orbital_gap_ha=0.3643 smiles="[O-][N+]1=NCCS1" homo_ev=-9.58
C -0.2687 -0.7334 0.4963 -0.27
C 0.8975 -0.5302 -0.3645 -0.59
N -1.1532 0.3966 0.3995 -0.20
N -0.7488 1.3859 -0.1232 0.28
O -1.3498 2.4220 -0.3945 -0.42
S 1.0242 1.2110 -0.6527 0.28
H -0.9594 -1.5975 0.3827 0.24
H 0.1117 -0.8045 1.5642 0.21
H 1.8138 -0.7224 0.0315 0.24
H 0.6327 -1.0275 -1.3394 0.22

---

Quick one: most stable of them? R

---

P | 10
Properties=species:S:1:pos:R:3:nbo_charge:R:1 method="wB97M-V/def2-TZVPD" orbital_gap_ha=0.3803 homo_ev=-9.75
C -1.4342 0.1201 0.2853 0.28
C 1.8540 0.2230 -0.3630 0.24
H -1.2036 -0.0882 -1.5619 0.33
H -2.0401 0.5502 1.0924 0.17
H -0.1515 -0.5152 1.7100 0.40
H 2.6972 0.0486 -0.9993 0.14
N -1.7866 0.3493 -0.9078 -0.66
N -0.3866 -0.6848 0.7587 -0.79
O 1.6161 1.2430 0.2232 -0.51
S 0.8354 -1.2460 -0.2375 0.40

---

Q | 10
Properties=species:S:1:pos:R:3:nbo_charge:R:1 method="wB97M-V/def2-TZVPD" orbital_gap_ha=0.3287 smiles="NC(=O)NC=S" homo_ev=-8.80
C 0.7870 -0.0186 -0.1231 0.79
C -1.2798 -1.0600 0.5286 -0.07
H 2.1553 1.1050 -1.0628 0.40
H 0.6840 1.8430 -1.0746 0.39
H -0.8717 0.9248 0.6808 0.42
H -0.7663 -2.0059 0.3774 0.23
N 1.2941 1.2135 -0.5434 -0.84
N -0.5716 0.0549 0.2568 -0.65
O 1.4072 -1.0485 -0.0310 -0.59
S -2.8384 -1.0082 0.9913 -0.08

---

R | 10
Properties=species:S:1:pos:R:3:nbo_charge:R:1 method="wB97M-V/def2-TZVPD" orbital_gap_ha=0.3266 smiles="N/N=C/OC=S" homo_ev=-8.81
C 0.1098 0.8460 -0.0930 0.35
C -1.9418 -0.1414 -0.1199 0.03
H 2.3009 -1.4031 -0.1611 0.36
H 2.2822 -0.1863 0.8665 0.35
H 0.6053 1.8063 0.0656 0.17
H -1.3147 -1.0086 -0.1063 0.20
N 2.0899 -0.3909 -0.1098 -0.63
N 0.6805 -0.2730 -0.1777 -0.33
O -1.2659 0.9795 -0.1215 -0.47
S -3.5461 -0.2285 -0.0428 -0.02

---

Quick one: most stable of them? Q